Computed, not measured: one molecule with the formula C12H16O2 in a non-equilibrium geometry, with ωB97M-V/def2-TZVPD.

XYZ file:
```
30
C12H16O2 ωB97M-V/def2-TZVPD
C 0.34576 1.36237 -0.20259
C 0.60908 0.09053 0.01481
C 2.96855 -0.19286 -0.11264
C -0.96815 1.58200 -0.84626
C -2.95634 0.08912 -0.04292
C -2.76243 -1.10970 0.85901
C -0.75650 -2.17531 -0.55293
C -1.63818 0.18904 -0.96939
C -1.26751 -1.53103 0.76408
C -0.60653 -0.73008 -0.28381
C 1.06868 2.60722 0.17243
C 4.01824 -0.89768 0.58889
O 3.10962 0.66192 -0.96943
O 1.75968 -0.57041 0.37682
H -1.67458 2.17355 -0.13645
H -0.79275 2.03173 -1.88452
H -3.73441 -0.03429 -0.79806
H -3.00417 1.01547 0.40949
H -2.94636 -0.70949 1.86249
H -3.24315 -2.08871 0.79831
H 0.07723 -2.89252 -0.60235
H -1.57229 -2.39152 -1.33448
H -2.01443 -0.03862 -1.93011
H -0.67999 -1.64722 1.64671
H 0.70100 2.65975 1.13336
H 0.83550 3.33441 -0.53403
H 2.13747 2.48452 0.25341
H 4.29922 -1.89322 0.09953
H 3.73604 -1.09265 1.64622
H 4.95169 -0.28634 0.57439
```

2S+1: 1
Gap between HOMO and LUMO (Ha): 0.3340
Net charge: 0
ΔE to the lowest compared entry with this formula, charge and spin (kcal/mol): 53.87
SMILES string: CC(=O)OC1=C(C)C[C@@H]2CC[C@H]3C[C@@]123
Lowest unoccupied orbital energy (eV): 0.855